1.
ORCA calculation (ωB97M-V/def2-TZVPD) on a molecular structure, C38H61I2N7O6SSiTi.

The geometry in ORCA input format:
```
! wB97M-V def2-TZVPD RIJCOSX def2/J DEFGRID3
* xyz 0 3
Ti -1.16083 2.24277 1.34742
I -3.11920 4.60391 8.22075
C -2.08039 4.14115 6.47186
C -1.41218 5.13725 5.77784
C -0.76589 4.81309 4.59783
I 0.17715 6.31160 3.48810
C -0.75443 3.51154 4.05673
O -0.18751 3.25138 2.92514
C -1.43974 2.51660 4.80343
C -1.44307 1.08687 4.31771
N -2.09163 0.87343 2.99455
C -3.53199 1.12921 3.01566
C -3.79921 2.61302 2.99736
C -4.83525 3.18850 3.71207
C -4.99708 4.56431 3.68027
C -4.11557 5.32163 2.92418
C -3.11908 4.66755 2.22422
N -2.95895 3.34132 2.24672
C -2.08434 2.84110 5.98520
H -1.40421 6.15562 6.14174
H -1.93330 0.46182 5.07176
H -0.41837 0.73286 4.21504
H -1.95158 -0.10245 2.75244
H -4.02599 0.67481 3.88258
H -3.96345 0.67898 2.11692
H -5.48318 2.56669 4.31601
H -5.78469 5.03777 4.25140
H -4.18169 6.40005 2.89072
H -2.39096 5.22123 1.64253
H -2.60608 2.06275 6.53082
C -1.82719 3.61381 -1.55023
C -0.64953 4.35520 -0.92338
N 0.15298 3.48410 -0.06142
C 1.04674 2.53078 -0.73972
C 0.30856 1.33106 -1.32189
N -0.70936 0.73102 -0.41808
C -1.94262 0.35166 -1.13748
C -3.00065 1.47873 -1.15792
N -2.50408 2.73545 -0.57220
H -2.52577 4.34257 -1.97157
H -1.48950 3.00408 -2.38417
H -0.05013 4.81262 -1.72090
H -1.02206 5.16455 -0.29118
H 0.69166 4.06181 0.57587
H 1.61266 3.00776 -1.55107
H 1.76565 2.19474 0.00395
H -0.17472 1.60819 -2.25409
H 1.04346 0.57112 -1.59680
H -0.31139 -0.17374 -0.14389
H -1.70360 0.00072 -2.14451
H -2.34865 -0.51699 -0.61968
H -3.36081 1.64429 -2.17892
H -3.86601 1.17243 -0.56839
H -3.29740 3.23711 -0.19429
C 3.49614 -2.50765 -0.46511
C 3.53798 -1.54890 -1.65071
C 4.00765 -0.17559 -1.18241
C 4.45472 -2.08937 -2.74266
O 2.24294 -1.34802 -2.21421
Si 0.91496 -2.34221 -2.30696
S -0.11846 -2.57718 -0.54349
O 1.51923 -3.73121 -2.95738
C 0.91581 -4.99168 -3.27237
C 0.87997 -5.86099 -2.02390
C -0.49850 -4.80217 -3.81213
C 1.81375 -5.63130 -4.32483
O -0.03305 -1.54927 -3.41602
C 0.25720 -1.07275 -4.73323
C -1.03262 -1.22535 -5.53180
C 0.64073 0.40336 -4.65269
C 1.38688 -1.84884 -5.40380
H 4.49371 -2.60445 -0.02699
H 3.15019 -3.49736 -0.76862
H 2.80239 -2.12801 0.28622
H 5.02870 -0.22144 -0.79736
H 3.35401 0.18904 -0.38469
H 3.97797 0.53430 -2.01197
H 5.46739 -2.23851 -2.36090
H 4.49831 -1.38682 -3.57789
H 4.06889 -3.04107 -3.10911
H 0.15986 -5.47635 -1.30209
H 1.86088 -5.88613 -1.54870
H 0.59347 -6.88250 -2.28580
H -1.11499 -4.27118 -3.08441
H -0.95236 -5.77648 -4.00566
H -0.49310 -4.23555 -4.74459
H 2.82117 -5.75826 -3.92446
H 1.87503 -5.00335 -5.21482
H 1.42798 -6.61039 -4.61487
H -1.84211 -0.68761 -5.03369
H -1.31567 -2.27616 -5.60098
H -0.91468 -0.82653 -6.54163
H -0.20473 0.98744 -4.28284
H 0.90833 0.78479 -5.64037
H 1.49102 0.53330 -3.98141
H 1.12894 -2.90099 -5.50642
H 2.30703 -1.77880 -4.82237
H 1.56934 -1.43847 -6.39933
O 1.54166 -5.14891 0.94150
C 1.43296 -4.96701 2.32125
N 1.87750 -3.63248 2.71059
C 0.96871 -2.65184 2.95293
O -0.19674 -2.83946 3.25559
C 1.47570 -1.24894 2.81899
C 2.66591 -0.75355 3.31669
C 2.93315 0.60148 3.15349
C 2.00825 1.39432 2.50078
N 0.87039 0.91320 1.98372
C 0.62848 -0.37887 2.14982
H 0.99793 -4.47378 0.47841
H 2.07529 -5.70991 2.79153
H 0.41407 -5.07458 2.69530
H 2.72643 -3.33942 2.24647
H 3.36160 -1.39813 3.84053
H 3.83885 1.04410 3.54415
H 2.15355 2.46332 2.40642
H -0.28153 -0.79222 1.73430
*
```

Properties
* expectation value of S²: 2.003
* E_HOMO (alpha / beta): -6.121 / -7.307 eV
* relative energy (zero: lowest compared OMol25 entry of this formula, charge and spin): 0.345 eV
* strongest force on any atom: 0.667 eV/Å



2.
ORCA calculation (ωB97M-V/def2-TZVPD) on a molecular structure, C38H62CdF3O26 at a distorted geometry.

The geometry in ORCA input format:
```
! wB97M-V def2-TZVPD RIJCOSX def2/J DEFGRID3
* xyz 1 1
Cd -2.51610 -1.12192 2.33352
C -0.93670 0.59060 0.51575
O -0.87859 -0.82036 0.48134
O -1.75111 0.77603 1.63763
C 0.49341 1.33528 0.38894
F 1.57898 0.67364 0.83064
F 0.77329 1.68204 -0.90888
F 0.49739 2.50512 1.06536
C -0.76707 -1.47541 -0.83619
C 0.16039 -2.57952 -0.52809
H -0.24400 -3.44308 -0.00003
H 0.66344 -2.87651 -1.44832
H 0.91445 -2.14498 0.12816
H -0.30211 -0.84844 -1.59699
H -1.69652 -1.89743 -1.21846
H -1.57898 0.88250 -0.31514
C -5.03756 0.21716 1.14337
O -4.30565 -0.94834 1.27993
C -4.50255 -2.06567 0.42453
C -3.97532 -3.27310 1.23505
O -2.62546 -2.98512 1.63571
C -2.07240 -3.88807 2.61197
C -0.63961 -3.30778 2.99368
O -0.80752 -1.86160 3.14545
C 0.36093 -1.21959 3.68906
H -6.05781 0.23609 1.52657
H -5.14697 0.68051 0.16284
H -4.46596 0.96820 1.68863
H -3.82924 -1.98264 -0.42861
H -5.57162 -2.10146 0.21501
H -3.90369 -4.17537 0.62769
H -4.67500 -3.43738 2.05453
H -2.06604 -4.85416 2.10725
H -2.65663 -3.99160 3.52634
H 0.01316 -3.33125 2.12107
H -0.09019 -3.77497 3.81098
H 0.05402 -0.28595 4.16046
H 1.17518 -0.79475 3.10202
H 0.93527 -1.90677 4.31036
C 4.01715 -4.01878 3.82713
C 3.40520 -3.35402 2.55760
C 4.24678 -3.19134 1.32361
O 3.59261 -4.05108 0.30802
C 2.58559 -4.77425 0.84918
O 1.80898 -5.54001 0.24260
O 2.41487 -4.31873 2.05292
H 4.40498 -5.01374 3.60864
H 3.36001 -4.02008 4.69675
H 4.82857 -3.34789 4.10930
H 2.78661 -2.48718 2.79003
H 5.24902 -3.54179 1.57020
H 4.19396 -2.13106 1.07638
C -3.10784 2.79479 -3.31115
C -3.11299 1.35463 -4.01404
C -1.71760 0.96099 -4.37483
O -1.70390 -0.46277 -4.16473
C -2.82273 -0.78665 -3.49097
O -3.24287 -1.95025 -3.29059
O -3.50648 0.31049 -3.18870
H -3.95637 3.01956 -2.66497
H -2.85950 3.48432 -4.11799
H -2.20388 2.92446 -2.71605
H -3.82693 1.27340 -4.83368
H -0.92530 1.30086 -3.70786
H -1.51321 1.17501 -5.42389
C -2.70868 4.46198 1.88636
C -4.08964 5.03713 1.56702
C -4.11327 6.61625 1.41201
O -4.57166 6.77953 0.06949
C -4.56948 5.68809 -0.61571
O -4.86266 5.56655 -1.83021
O -4.39754 4.68420 0.26508
H -2.31272 4.84283 2.82779
H -2.03993 4.73540 1.07020
H -2.72309 3.37304 1.93213
H -4.81696 4.71474 2.31213
H -3.22493 7.24087 1.31814
H -4.76604 6.99317 2.19938
C 5.11234 0.10071 -4.21041
C 3.83025 -0.54008 -3.72518
C 2.91675 0.08357 -2.77973
O 1.65126 0.01003 -3.50180
C 1.73485 -0.54559 -4.73843
O 0.89263 -0.79728 -5.60493
O 3.03095 -0.85190 -4.91966
H 4.97286 1.14414 -4.49305
H 5.26895 -0.37222 -5.17990
H 5.92587 0.08820 -3.48508
H 4.14015 -1.51806 -3.35688
H 3.10764 1.15233 -2.68270
H 2.97144 -0.48736 -1.85284
C -2.41990 -5.68286 -4.82495
C -1.84677 -4.31450 -5.09688
C -0.55154 -4.08549 -4.31463
O 0.37734 -4.20285 -5.39852
C -0.24968 -4.39171 -6.60738
O 0.31214 -4.51051 -7.59587
O -1.50287 -4.29638 -6.42983
H -2.73348 -5.85328 -3.79504
H -1.61582 -6.41850 -4.80480
H -3.24544 -5.85763 -5.51490
H -2.52406 -3.56810 -4.68180
H -0.35010 -4.82706 -3.54158
H -0.59920 -3.11389 -3.82285
C 4.89244 2.37511 2.31606
C 4.33790 1.62510 3.51564
C 3.85837 0.22432 3.15570
O 4.75084 -0.60402 3.92739
C 5.60695 0.02649 4.61945
O 6.30602 -0.53394 5.49287
O 5.49394 1.38503 4.27476
H 5.40601 3.26842 2.67153
H 4.17132 2.85767 1.65635
H 5.57134 1.71030 1.78200
H 3.55672 2.18688 4.02774
H 4.09187 -0.07582 2.13418
H 2.91049 -0.14391 3.54817
C 0.43184 4.44574 3.79643
C 0.99501 5.67966 2.90179
C 2.06188 5.31730 1.84472
O 1.52281 6.03293 0.78294
C 0.30090 6.33347 0.91075
O -0.42644 6.76664 0.03142
O 0.00325 6.34977 2.21131
H -0.44106 3.83186 3.57440
H 0.25325 4.99831 4.71886
H 1.19209 3.67810 3.94088
H 1.49859 6.41266 3.53204
H 2.28320 4.25108 1.79682
H 3.04624 5.76047 1.99555
*
```

Properties
* E_HOMO: -12.010 eV
* strongest force on any atom: 5.389 eV/Å



3.
ORCA calculation (ωB97M-V/def2-TZVPD) on a molecular structure, C38H62CrO18 at a distorted geometry.

The geometry in ORCA input format:
```
! wB97M-V def2-TZVPD RIJCOSX def2/J DEFGRID3
* xyz 0 5
Cr -16.25775 -18.00775 14.49034
C -14.49993 -15.04457 17.55855
C -15.16356 -16.40098 17.35129
C -16.31031 -16.45789 18.21343
O -15.45102 -16.66840 15.97865
H -15.18750 -14.19918 17.58445
H -13.75451 -14.63673 16.87583
H -14.16475 -15.15880 18.58943
H -14.55573 -17.25099 17.66132
H -16.98264 -15.61371 18.06039
H -16.02456 -16.41282 19.26435
H -16.78847 -17.43525 18.14841
C -16.28087 -22.27508 14.84487
C -15.45900 -21.15681 15.57435
C -13.93225 -21.12022 15.20818
O -15.98229 -19.85876 15.47906
H -17.32118 -22.22383 15.16616
H -15.88369 -23.28700 14.92464
H -16.29230 -22.02733 13.78346
H -15.53804 -21.54654 16.58922
H -13.72161 -20.75128 14.20438
H -13.39127 -22.05942 15.32368
H -13.27374 -20.40759 15.70479
O -14.35921 -17.75420 13.40483
C -13.14505 -17.42951 13.49690
O -12.47729 -16.67864 12.46990
C -11.11999 -16.44760 12.80075
C -10.94910 -16.79981 14.29825
C -12.07900 -17.83031 14.51492
H -10.75337 -15.42247 12.74779
H -10.61853 -17.18685 12.17613
H -11.06544 -15.85899 14.83623
H -10.04166 -17.33017 14.58699
H -12.58908 -17.74333 15.47427
H -11.57757 -18.78567 14.36010
O -16.74434 -16.09471 13.21358
C -17.15362 -15.87348 12.06529
O -17.66421 -16.84824 11.33662
C -17.79387 -16.51180 9.89988
C -17.28180 -15.07556 9.76341
C -16.74479 -14.69813 11.12020
H -18.83080 -16.38858 9.58729
H -17.35005 -17.34308 9.35207
H -18.18740 -14.50059 9.57004
H -16.55914 -14.75431 9.01330
H -17.17549 -13.75272 11.45005
H -15.67165 -14.56081 10.98742
O -15.30976 -10.70845 13.79487
C -14.45914 -11.48794 14.05636
O -13.16193 -11.27366 13.90239
C -12.47939 -12.48451 13.76162
C -13.48988 -13.68441 13.82523
C -14.72332 -12.95409 14.40331
H -11.79270 -12.50838 14.60778
H -11.90459 -12.45437 12.83599
H -13.29475 -14.58376 14.40934
H -13.69429 -14.10480 12.84055
H -14.84449 -13.01049 15.48508
H -15.63765 -13.15014 13.84326
O -16.43419 -19.45695 12.59680
C -16.04392 -20.15589 11.60948
O -16.78173 -21.04309 11.03640
C -16.15756 -21.62681 9.92212
C -14.68673 -21.47219 10.16167
C -14.73269 -20.01814 10.83487
H -16.68008 -21.12186 9.10966
H -16.48223 -22.66701 9.89597
H -14.19552 -21.42068 9.18999
H -14.31326 -22.18252 10.89927
H -14.77883 -19.12538 10.21122
H -13.87965 -19.88621 11.50047
O -20.19410 -13.77487 12.80486
C -19.56480 -13.83590 13.83348
O -19.53082 -14.85435 14.67456
C -18.52387 -14.62954 15.77536
C -18.17522 -13.17283 15.59152
C -18.45840 -12.86463 14.16483
H -17.67371 -15.22930 15.45040
H -18.79735 -14.74282 16.82439
H -17.14842 -12.92000 15.85582
H -18.97282 -12.65888 16.12798
H -17.59044 -13.15366 13.57221
H -18.81267 -11.87162 13.88821
O -18.47301 -18.31110 14.69654
C -19.60613 -18.49086 14.98977
O -20.56115 -17.89089 14.45984
C -21.80118 -18.45117 14.77254
C -21.53009 -19.55313 15.77903
C -20.09399 -19.84692 15.49917
H -22.18325 -18.73820 13.79288
H -22.31990 -17.52352 15.01438
H -22.09000 -20.48831 15.78559
H -21.70210 -19.01568 16.71158
H -19.94785 -20.65974 14.78778
H -19.37053 -20.12444 16.26577
O -17.09048 -21.69015 20.37834
C -17.85153 -20.88053 19.96257
O -19.19971 -20.87178 20.10191
C -19.88442 -19.98757 19.24177
C -18.82758 -19.06341 18.75934
C -17.57907 -19.85264 18.85431
H -20.67177 -19.35710 19.65490
H -20.28593 -20.60682 18.43963
H -18.81499 -18.21074 19.43824
H -19.07844 -18.57158 17.81951
H -16.73506 -19.24132 19.17373
H -17.26789 -20.31371 17.91693
O -23.17181 -21.51358 12.40752
C -22.22147 -20.90174 12.02002
O -21.00598 -21.09273 12.64939
C -19.98216 -20.26138 12.07645
C -20.59332 -19.23884 11.19364
C -22.00375 -19.92058 10.83028
H -19.28047 -20.91447 11.55761
H -19.24955 -19.83969 12.76461
H -19.87782 -19.05734 10.39163
H -20.72988 -18.23443 11.59440
H -21.99093 -20.59867 9.97697
H -22.82652 -19.23050 10.64334
*
```

Properties
* expectation value of S²: 6.008
* E_HOMO (alpha / beta): -6.639 / -7.163 eV
* strongest force on any atom: 5.705 eV/Å



4.
ORCA calculation (ωB97M-V/def2-TZVPD) on a molecular structure, C38H62N14STi at a distorted geometry.

The geometry in ORCA input format:
```
! wB97M-V def2-TZVPD RIJCOSX def2/J DEFGRID3
* xyz 3 2
Ti 0.78522 -0.06693 -0.20348
C 5.07573 -0.20495 -2.87346
N 5.16637 -0.49961 -1.44145
C 6.54670 -0.66995 -0.96883
C 4.11465 -0.72337 -0.62386
N 3.00322 0.02866 -0.66354
C 3.22894 1.36373 -1.26812
C 2.13876 2.35015 -0.91956
N 0.77386 1.82642 -1.18120
C 0.62862 1.45661 -2.62940
C 0.82365 -0.03551 -2.88227
N -0.13080 -0.81815 -2.07543
C -1.07008 -1.46213 -2.77173
N -1.21145 -1.21694 -4.13041
C -1.75762 0.05614 -4.58678
C -1.19863 -2.30710 -5.09950
N -1.93066 -2.34797 -2.24768
C -1.79222 -3.00435 -0.95595
C -3.10294 -2.80468 -2.99840
C -0.19715 2.96114 -0.92155
C -0.25389 3.63110 0.46154
N -1.00076 2.94363 1.50034
C -2.09142 3.50829 1.93527
N -2.57858 3.13236 3.17792
C -3.99660 3.18061 3.49498
C -1.69857 3.09464 4.33361
N -2.83286 4.46254 1.28464
C -3.41830 5.59231 2.00732
C -3.14011 4.41761 -0.13443
N 4.23429 -1.80432 0.21410
C 5.00582 -2.97133 -0.21464
C 4.16326 -1.68241 1.66309
H 5.31994 0.83389 -3.09771
H 4.09274 -0.45087 -3.26655
H 5.79900 -0.83623 -3.39002
H 7.00887 -1.57292 -1.36999
H 6.58737 -0.68749 0.11754
H 7.12755 0.18647 -1.31220
H 3.29840 1.31374 -2.35165
H 4.17554 1.78061 -0.92007
H 2.29997 3.25439 -1.50981
H 2.19974 2.63009 0.12655
H 1.31520 2.04767 -3.23967
H -0.37807 1.71098 -2.94519
H 1.83798 -0.34406 -2.62573
H 0.69754 -0.22239 -3.94348
H -1.94482 0.71024 -3.73510
H -2.71036 -0.10138 -5.10082
H -1.08311 0.55929 -5.28697
H -0.83521 -3.22206 -4.63160
H -0.51804 -2.05304 -5.91626
H -2.18401 -2.49847 -5.53465
H -1.08553 -2.48336 -0.33948
H -1.47505 -4.04178 -1.08678
H -2.75773 -3.01115 -0.45233
H -3.39048 -2.08685 -3.75892
H -3.93328 -2.91229 -2.30136
H -2.92630 -3.77431 -3.46707
H -1.18907 2.59680 -1.16719
H 0.07107 3.73768 -1.64544
H -0.65900 4.62922 0.27904
H 0.76267 3.79748 0.82896
H -4.58625 3.15961 2.58052
H -4.27365 4.06184 4.08038
H -4.25745 2.29868 4.08703
H -0.66725 3.03037 4.00039
H -1.93283 2.23225 4.96683
H -1.82204 3.99144 4.95135
H -2.97552 5.68219 2.99632
H -4.50338 5.50550 2.10353
H -3.19921 6.51240 1.46301
H -3.10954 3.39087 -0.49088
H -2.47482 5.03723 -0.74379
H -4.15552 4.78852 -0.27902
H 6.01080 -2.99137 0.21185
H 5.07455 -3.01065 -1.29933
H 4.48530 -3.86573 0.12826
H 5.16492 -1.55697 2.08786
H 3.73447 -2.58767 2.09198
H 3.55463 -0.83780 1.94276
N -2.12878 -0.70743 2.54281
C -3.35711 -1.13173 1.96302
C -4.24171 -1.89013 2.71164
C -5.45439 -2.28006 2.16139
C -5.77297 -1.91571 0.86117
C -4.87003 -1.18066 0.10108
C -3.66588 -0.78826 0.65817
S -2.51994 0.18220 -0.27264
N -1.05138 -0.13342 0.56490
C -1.07613 -0.29248 1.86982
C 0.18637 0.00731 2.56595
C 0.36139 -0.05659 3.93183
C 1.52235 0.44715 4.49614
C 2.46610 1.00566 3.65624
C 2.25500 0.95358 2.29140
N 1.15685 0.43503 1.73031
H -2.04870 -0.82134 3.54121
H -3.98641 -2.16747 3.73127
H -6.14691 -2.86315 2.75318
H -6.72628 -2.20350 0.43434
H -5.11925 -0.88847 -0.91443
H -0.40639 -0.47341 4.57134
H 1.67661 0.42588 5.56839
H 3.37175 1.44940 4.05054
H 3.01082 1.32453 1.61462
C 1.40350 -5.01578 0.28710
C 1.70886 -4.32283 -0.87533
C 1.59444 -2.94853 -0.88527
N 1.19588 -2.22650 0.17591
C 0.94973 -2.90922 1.30490
C 1.02904 -4.28472 1.40346
H 1.46391 -6.09634 0.32480
H 2.02727 -4.84264 -1.77027
H 1.83420 -2.40021 -1.78470
H 0.67235 -2.33576 2.17425
H 0.80867 -4.77128 2.34523
*
```

Properties
* expectation value of S²: 0.755
* E_HOMO (alpha / beta): -14.476 / -14.477 eV
* strongest force on any atom: 3.363 eV/Å